DFT (ωB97M-V/def2-TZVPD) results for a 14-piece molecular cluster, C24H76N2O14 overall.

Its orbital gap is 9.927 eV.

```
! RIJCOSX wB97M-V def2-TZVPD def2/J DEFGRID3
* xyz 0 1
C -10.960 14.467 4.327
C -10.424 13.738 3.108
O -10.683 12.340 3.433
H -10.949 15.566 4.146
H -10.465 14.224 5.271
H -11.985 14.089 4.436
H -9.374 13.832 2.988
H -10.924 13.898 2.140
H -10.261 11.814 2.775
C -18.239 13.097 -1.015
C -16.845 12.481 -1.122
O -15.903 13.531 -0.743
H -19.036 12.367 -1.293
H -18.462 13.868 -1.768
H -18.419 13.479 0.015
H -16.719 12.013 -2.074
H -16.639 11.610 -0.472
H -16.246 13.741 0.129
C -18.874 13.050 5.782
C -17.578 12.737 4.981
O -16.893 13.952 4.727
H -19.483 13.726 5.177
H -18.624 13.581 6.734
H -19.454 12.252 6.078
H -17.899 12.388 3.974
H -16.958 11.964 5.402
H -16.321 14.038 5.470
C -12.487 12.950 -0.019
C -12.777 12.291 -1.431
O -12.277 10.971 -1.532
H -12.745 12.356 0.871
H -13.097 13.857 0.059
H -11.490 13.387 -0.116
H -12.364 12.912 -2.267
H -13.863 12.161 -1.481
H -12.848 10.359 -1.912
C -20.668 9.105 3.677
C -19.817 10.325 3.554
O -20.589 11.271 2.832
H -21.021 8.742 2.666
H -21.571 9.103 4.298
H -20.099 8.275 4.044
H -18.847 10.222 3.086
H -19.554 10.819 4.508
H -21.385 11.363 3.359
C -15.700 11.867 7.906
C -14.738 12.067 9.012
O -15.295 11.877 10.283
H -16.351 11.003 8.096
H -15.243 11.859 6.947
H -16.302 12.740 7.906
H -14.226 13.010 8.998
H -13.920 11.299 8.935
H -15.161 10.976 10.605
C -15.434 9.317 -0.640
C -15.852 8.912 -2.068
O -14.772 9.021 -2.918
H -16.300 9.546 -0.060
H -14.826 10.251 -0.561
H -15.048 8.513 -0.108
H -16.588 9.581 -2.495
H -16.217 7.862 -2.052
H -14.231 8.244 -2.672
C -12.864 9.061 2.504
C -12.172 7.746 2.674
O -13.114 6.724 2.968
H -12.121 9.830 2.161
H -13.336 9.366 3.419
H -13.536 8.904 1.680
H -11.459 7.796 3.425
H -11.669 7.351 1.728
H -13.099 6.630 3.940
C -14.464 11.953 3.275
C -15.170 11.599 1.990
O -16.531 11.570 2.152
H -13.439 11.825 3.180
H -14.864 11.373 4.082
H -14.670 12.979 3.576
H -14.853 10.599 1.622
H -14.833 12.298 1.247
H -16.810 12.528 2.275
C -14.836 16.536 5.297
C -14.199 15.174 5.525
O -14.765 14.535 6.634
H -14.637 17.125 6.161
H -15.899 16.511 5.118
H -14.351 16.998 4.475
H -13.160 15.393 5.808
H -14.148 14.445 4.657
H -14.052 14.347 7.193
C -16.659 8.646 4.080
O -17.124 9.465 5.069
N -16.364 7.379 4.301
N -16.480 8.923 2.850
H -16.506 6.943 5.251
H -15.869 6.832 3.623
H -16.569 9.937 2.551
H -16.255 8.221 2.163
C -12.320 11.725 6.244
O -10.924 11.881 5.936
H -12.813 11.380 5.362
H -12.746 12.676 6.495
H -12.587 11.018 7.052
H -10.901 12.247 5.051
C -15.442 15.300 1.910
O -16.527 14.488 1.693
H -15.558 16.166 1.288
H -14.504 14.835 1.655
H -15.391 15.547 2.988
H -17.255 14.825 2.194
C -14.343 8.835 6.616
O -13.733 8.154 5.586
H -13.627 8.929 7.468
H -15.247 8.305 6.987
H -14.619 9.658 6.076
H -14.346 8.122 4.870
*
```

Atomic partial charges in e from the Mulliken method, atoms 1 to 8: -0.884, 0.057, -0.507, 0.418, 0.419, -0.184, 0.468, 0.019

DFT (ωB97M-V/def2-TZVPD) results for a 14-piece molecular cluster, C24H76N4O14 overall.

Its orbital gap is 8.384 eV.

```
! RIJCOSX wB97M-V def2-TZVPD def2/J DEFGRID3
* xyz 0 1
C 0.658 2.259 3.282
C 2.017 2.487 2.577
O 2.280 3.866 2.440
H -0.012 2.821 2.679
H 0.637 2.694 4.259
H 0.357 1.217 3.251
H 1.942 2.169 1.565
H 2.852 2.090 3.166
H 3.197 3.955 2.162
C -4.407 -0.982 1.532
C -4.358 -1.730 2.839
O -3.923 -3.042 2.543
H -5.230 -1.335 0.860
H -3.498 -1.073 1.013
H -4.573 0.020 1.851
H -5.342 -1.878 3.342
H -3.635 -1.272 3.541
H -4.724 -3.553 2.435
C -0.223 -2.694 -4.306
C -0.267 -1.410 -3.555
O 0.635 -1.618 -2.443
H 0.820 -2.915 -4.582
H -0.728 -2.680 -5.203
H -0.586 -3.545 -3.626
H -1.255 -1.238 -3.148
H 0.015 -0.542 -4.157
H 0.691 -0.841 -1.848
C 0.423 3.606 -0.673
C 0.862 4.066 -2.052
O 0.912 2.929 -2.876
H 1.215 3.056 -0.125
H -0.448 3.001 -0.807
H 0.150 4.415 0.004
H 1.868 4.434 -1.877
H 0.240 4.939 -2.453
H 1.630 2.958 -3.515
C 3.624 -0.360 2.123
C 3.814 -1.579 1.231
O 2.686 -1.648 0.338
H 4.170 -0.281 3.037
H 2.548 -0.344 2.508
H 3.843 0.530 1.540
H 3.739 -2.468 1.827
H 4.700 -1.650 0.622
H 2.817 -2.418 -0.182
C 5.737 0.517 -1.030
C 4.315 0.588 -1.562
O 3.788 1.846 -1.139
H 6.265 -0.267 -1.571
H 5.785 0.405 0.063
H 6.339 1.350 -1.301
H 3.578 -0.156 -1.287
H 4.285 0.643 -2.618
H 3.948 2.489 -1.829
C 2.445 0.793 -4.558
C 2.970 -0.475 -5.273
O 4.279 -0.675 -4.673
H 1.584 1.146 -5.034
H 3.087 1.669 -4.559
H 2.243 0.656 -3.457
H 2.955 -0.317 -6.355
H 2.260 -1.209 -5.081
H 4.834 -0.118 -5.095
C -2.538 -2.628 -1.184
C -1.718 -3.510 -0.232
O -0.559 -3.997 -0.892
H -3.579 -2.561 -0.846
H -2.553 -3.024 -2.190
H -2.165 -1.567 -1.205
H -2.298 -4.329 0.134
H -1.433 -3.039 0.763
H -0.083 -3.238 -1.160
C 1.065 -4.909 3.706
C 1.025 -3.945 2.480
O 1.820 -4.455 1.452
H 2.013 -5.411 3.859
H 0.342 -5.690 3.679
H 0.741 -4.288 4.528
H 1.343 -2.916 2.718
H 0.006 -3.904 2.083
H 1.261 -5.181 1.047
C -3.038 4.196 2.631
C -2.599 3.328 1.414
O -2.764 1.993 1.785
H -2.515 3.869 3.554
H -4.075 4.046 2.812
H -2.948 5.247 2.646
H -1.584 3.536 1.144
H -3.152 3.417 0.465
H -2.243 1.529 1.117
C -0.181 0.400 -0.166
O -1.504 0.816 -0.109
N 0.214 -0.445 0.714
N 0.705 0.680 -1.080
H -0.545 -0.746 1.367
H 1.102 -0.989 0.724
H 0.584 1.560 -1.607
H 1.692 0.368 -0.965
C -0.978 -1.900 3.939
O -1.272 -1.128 2.792
N -1.565 -3.014 4.161
N -0.037 -1.586 4.805
H -2.365 -3.131 3.510
H -1.389 -3.668 4.909
H 0.498 -0.686 4.790
H 0.495 -2.266 5.363
C -5.066 1.349 -0.928
O -5.475 2.665 -1.149
H -4.114 1.387 -0.378
H -4.819 0.985 -1.904
H -5.831 0.735 -0.474
H -4.913 3.084 -1.782
C -2.546 2.981 -3.145
O -3.483 3.849 -2.511
H -2.952 2.296 -3.841
H -1.986 2.362 -2.406
H -1.839 3.608 -3.681
H -3.030 4.566 -2.029
*
```

Atomic partial charges in e from the Mulliken method, atoms 1 to 8: -0.563, 0.621, -0.603, -0.077, 0.535, -0.199, -0.584, 0.399

Highest occupied orbital energy in Eh, matching the order above: -0.35033 -0.30289
Energy relative to the best compared isomer or geometry (same formula, charge and spin) in kJ/mol, matching the order above: 0.0 288.5
Max |F| in eV Å⁻¹, matching the order above: 7.655 7.533